C37H53CdN4O2P2 | the ωB97M-V functional and the def2-TZVPD basis

XYZ file:
```
99
C37H53CdN4O2P2 | the Open Molecules 2025 dataset | the ωB97M-V functional and the def2-TZVPD basis
C 1.57738 -2.19296 -1.55586
C 1.64144 -0.14609 -2.74270
C 2.05922 -2.89887 -2.65633
C 2.28554 -0.80740 -3.81947
C 2.46750 -2.17772 -3.78535
H 2.13040 -3.98279 -2.57976
H 2.55896 -0.19609 -4.68015
H 2.92011 -2.69703 -4.62684
N 1.36615 -0.87195 -1.60284
P 1.70033 -1.90996 1.24079
P -0.01445 1.90322 -1.79453
C 1.25390 -2.92280 -0.24046
H 0.17167 -3.12496 -0.19936
H 1.76952 -3.89349 -0.19810
C 1.23067 1.21166 -2.82805
H 1.67451 1.80176 -3.63062
C -1.67967 1.69978 -2.71332
C 0.42976 3.74454 -1.63317
C 0.80236 -2.71341 2.71293
C 3.58138 -2.17922 1.28247
C -2.81669 1.86256 -1.68228
H -2.78653 2.82190 -1.14906
H -3.78197 1.80193 -2.21007
H -2.78684 1.06136 -0.93009
C -1.82981 2.69838 -3.86537
H -1.91768 3.73839 -3.53363
H -1.00197 2.60500 -4.58148
H -2.75654 2.45432 -4.40650
C -1.74278 0.29171 -3.33003
H -2.73823 0.15376 -3.78318
H -0.98966 0.17381 -4.12211
H -1.60206 -0.49516 -2.57968
C -0.75197 4.50460 -1.00461
H -1.10114 4.04353 -0.07000
H -0.41981 5.52728 -0.76805
H -1.60654 4.59246 -1.68874
C 1.64856 3.84051 -0.70126
H 1.45456 3.40482 0.28564
H 2.53091 3.35368 -1.13692
H 1.89221 4.90444 -0.55514
C 0.81424 4.36663 -2.97996
H -0.00226 4.36088 -3.70763
H 1.07930 5.41833 -2.79461
H 1.68635 3.87354 -3.42306
C 4.12323 -1.54131 2.57424
H 5.22096 -1.63219 2.56307
H 3.88070 -0.47123 2.64092
H 3.76072 -2.05329 3.47739
C 4.19957 -1.46859 0.06260
H 3.96178 -1.99338 -0.87201
H 3.86704 -0.42590 -0.02069
H 5.29443 -1.47066 0.18393
C 4.00486 -3.65346 1.20607
H 5.10277 -3.68172 1.28012
H 3.61033 -4.26200 2.02429
H 3.72796 -4.11893 0.25176
C -0.68639 -2.91393 2.38693
H -0.84407 -3.59754 1.54201
H -1.17101 -3.36176 3.26860
H -1.19674 -1.96946 2.17014
C 0.91451 -1.74086 3.90060
H 0.41948 -0.78540 3.68481
H 0.41876 -2.19472 4.76988
H 1.95550 -1.53034 4.17675
C 1.40760 -4.07447 3.06391
H 1.43867 -4.74733 2.19560
H 2.40731 -3.98816 3.50756
H 0.76577 -4.55228 3.81924
Cd 0.56393 0.29395 0.26454
C 2.70736 1.23468 0.97289
O 3.58170 1.86993 1.36186
N -1.40947 -0.82970 0.02292
C -2.24035 -1.55206 -0.39626
C -3.31565 -2.38660 -0.79813
C -4.34969 -2.67293 0.11144
C -3.37951 -2.90495 -2.10859
C -5.43830 -3.45367 -0.28299
H -4.28664 -2.26096 1.12058
C -4.47877 -3.67218 -2.50258
H -2.56439 -2.68662 -2.80233
C -5.50698 -3.94486 -1.59302
H -6.23093 -3.66659 0.43525
H -4.52712 -4.04908 -3.52679
H -6.36674 -4.54022 -1.90967
N -3.41049 4.77044 3.48246
C -2.88174 3.92642 2.54694
O -3.36984 3.78173 1.42253
C -1.66523 3.16619 2.97717
C -0.91639 3.41809 4.14286
C 0.31949 2.79458 4.28584
C 0.78567 1.94296 3.27636
N 0.03879 1.65576 2.19401
C -1.19335 2.19939 2.07660
H -4.20496 5.32182 3.20010
H -2.88838 5.08164 4.28826
H -1.28453 4.08764 4.91994
H 0.94726 2.96342 5.15737
H 1.77277 1.48239 3.34685
H -1.79156 1.85336 1.22444
```

Properties
Strongest force on any atom = 4.10 eV/A
Total charge = +1
Energy relative to the best compared isomer or geometry (same formula, charge and spin) = 0.0 kcal/mol
Highest occupied orbital energy = -8.3 eV

Here are the Mulliken charges for atoms 1 to 4, given in e:
1. C -0.47
2. C -0.25
3. C -0.80
4. C -0.99